Below is the molecule C4H5NO, with properties calculated with the ωB97M-V functional and the def2-TZVPD basis.

Summary:
Largest force on an atom: 0.030 Eh/bohr
Calculated total energy: -285.3811 Eh
Structure (SMILES): N#CCCC=O
Energy above the lowest of the compared OMol25 structures with the same formula, charge and spin: 0.911 eV

Each line ends with the Mulliken charge.
Element x y z (Å)
O1 1.17 -0.77 -1.18  -0.4492
C1 1.23 -0.83 0.02  0.0810
C2 0.20 -0.17 0.91  -0.5542
C3 -1.08 0.12 0.05  -0.4264
C4 -0.73 1.04 -1.04  0.2954
N1 -0.60 1.83 -1.87  -0.4410
H1 2.04 -1.42 0.51  0.3442
H2 0.57 0.82 1.22  0.2680
H3 0.13 -0.73 1.85  0.3444
H4 -1.86 0.63 0.62  0.2812
H5 -1.55 -0.75 -0.43  0.2566